No. 1
C5H8DyO3 | ωB97M-V/def2-TZVPD

Structure (XYZ):
```
17
Properties=species:S:1:pos:R:3:forces:R:3:lowdin_spin:R:1
O -0.6156 1.0273 0.7406 0.8 -0.4 -0.5 0.00
C 0.0424 -0.4548 0.7301 -3.3 -1.3 2.9 0.00
C -0.8068 -1.1097 -0.3570 0.4 -0.1 0.1 0.00
O -1.8212 -0.1472 -0.6738 -0.8 0.3 -0.2 0.01
C -1.6206 1.0153 -0.0517 1.7 -1.1 -1.0 0.01
O -2.2747 1.9956 -0.4140 -2.1 0.8 -0.8 0.08
Dy -4.2286 2.2394 -2.1737 1.5 -0.2 1.4 5.91
C 1.4986 -0.7511 0.7777 -0.4 2.1 -0.8 0.00
C 1.9760 0.4001 -0.1065 1.0 1.1 -1.1 0.00
H -0.3890 -0.6431 1.7218 0.0 -0.6 -0.4 0.00
H -1.3142 -2.0043 0.0163 0.3 0.1 -0.1 0.00
H -0.2431 -1.3352 -1.2696 -0.1 0.1 0.2 0.00
H 1.8827 -0.6698 1.8002 -0.1 -0.3 -0.4 0.00
H 1.6897 -1.7289 0.3171 -0.1 0.2 0.3 0.00
H 2.8850 0.8503 0.3050 0.0 -0.2 -0.5 0.00
H 1.2390 1.2315 -0.2125 0.8 -0.6 0.5 0.00
H 2.1004 0.0846 -1.1502 0.5 -0.1 0.3 0.00
```
Forces are in eV/Å.

Calculated values
Energy above the lowest of the compared OMol25 structures with the same formula, charge and spin in eV: 0.000
Frontier orbital gap (alpha / beta) in eV: 7.888 / 6.916
M in g/mol: 278.6
E_HOMO (alpha / beta) in eV: -17.08 / -17.08
E in eV: -35522.27658
⟨S²⟩: 12.0151
2S+1: 7
LUMO energy (alpha / beta) in eV: -9.193 / -10.167
Charge: +2

***

No. 2
C19H46N10O8 | ωB97M-V/def2-TZVPD

Structure (XYZ):
```
83
Properties=species:S:1:pos:R:3:forces:R:3:mulliken_charge:R:1
C 0.2054 -2.8251 3.5641 0.3 0.0 -0.1 -1.06
C 1.3265 -3.1344 2.5640 0.3 0.6 0.6 -0.67
C 1.7873 -1.8744 1.8019 -0.8 -0.6 -0.8 0.23
C 1.4974 -1.9303 0.2825 0.2 0.5 0.7 -1.30
C 1.2829 -0.5470 -0.3374 0.5 -0.5 -0.4 1.59
C 2.3766 0.4679 -0.0068 -0.1 0.1 0.1 -1.33
C 1.9591 1.5218 1.0162 0.1 0.4 -0.1 0.00
C 0.7341 2.3393 0.5645 0.3 0.2 0.1 -0.65
C -0.3433 2.5415 1.6190 0.0 -0.1 -0.2 -1.32
C -1.0779 1.2727 2.0500 -0.6 0.2 0.3 0.72
C -2.3514 1.0064 1.2204 0.7 -0.5 0.0 -1.26
C -2.5766 -0.4495 0.8900 -1.0 0.1 -0.5 0.52
C -1.9694 -1.0185 -0.3903 -0.4 0.1 0.6 1.19
O -2.9314 -2.0136 -0.7860 -0.3 -0.5 0.3 -0.41
C -4.0563 -1.8337 -0.0678 -1.7 -0.6 0.3 0.45
O -4.9776 -2.6187 0.0637 1.9 1.6 -0.6 -0.59
O -3.9951 -0.5967 0.5284 0.0 -0.8 0.3 -0.46
H -0.7714 -2.7878 3.0883 -0.2 0.0 0.0 0.13
H 0.2032 -3.5480 4.3753 -0.3 -0.2 0.0 0.42
H 0.3941 -1.8600 4.0305 0.0 0.2 0.0 0.31
H 1.0277 -3.9274 1.8856 0.0 -0.1 -0.1 0.41
H 2.1633 -3.4911 3.1616 0.1 -0.3 -0.1 0.35
H 2.8507 -1.7081 1.9324 0.1 0.2 0.3 0.40
H 1.2178 -1.0327 2.1845 0.2 0.3 0.3 -0.37
H 0.6179 -2.5528 0.1192 0.0 -0.2 -0.1 0.63
H 2.3452 -2.4080 -0.2050 0.0 -0.2 -0.2 0.29
H 1.2278 -0.6844 -1.4151 -0.1 0.1 0.0 -0.12
H 0.3145 -0.1387 -0.0581 0.0 0.0 0.2 -1.01
H 3.2802 -0.0368 0.3319 0.1 -0.1 0.1 0.25
H 2.6680 1.0201 -0.8993 0.0 -0.1 -0.2 0.39
H 2.8019 2.2065 1.1056 -0.1 -0.1 0.1 0.18
H 1.8205 1.1044 2.0154 -0.2 -0.2 0.0 0.38
H 1.0924 3.3290 0.2833 0.0 0.1 -0.2 0.51
H 0.3027 1.9202 -0.3441 -0.1 -0.1 -0.1 0.22
H -1.0746 3.2394 1.2087 -0.2 0.1 0.1 0.40
H 0.0749 3.0456 2.4899 0.2 0.0 0.1 0.36
H -1.3975 1.4159 3.0815 0.0 -0.1 0.2 0.67
H -0.4386 0.3919 2.0671 0.3 0.0 -0.2 -0.67
H -3.2279 1.3114 1.7823 -0.1 0.3 0.0 0.37
H -2.3052 1.5602 0.2852 -0.2 0.1 -0.1 0.42
H -2.4704 -1.1242 1.7404 0.5 0.1 0.2 0.30
H -1.9520 -0.2216 -1.1271 0.4 -0.1 -0.3 0.29
H -1.0307 -1.5246 -0.2251 0.1 0.1 -0.3 -1.23
N -1.2648 -0.5130 -4.4109 0.0 -0.2 -0.1 -0.15
C 0.0898 -0.4272 -4.2926 -0.3 0.0 0.0 0.58
N 0.8044 -0.9645 -5.3265 0.1 0.0 0.0 -0.40
O 0.6247 0.0942 -3.3237 0.1 0.0 -0.1 -0.69
H -1.7430 -0.9291 -5.1952 -0.1 0.1 -0.1 0.15
H -1.8075 -0.1216 -3.6660 0.0 0.0 0.0 0.13
H 1.8030 -0.9161 -5.2680 0.0 0.0 0.0 0.22
H 0.3788 -1.3920 -6.1265 -0.1 0.0 0.0 0.16
N 6.7204 2.9670 2.8063 0.0 -0.1 0.0 -0.45
C 5.3801 2.8389 2.5590 0.0 0.1 0.1 0.73
N 4.5629 3.1384 3.6152 0.0 -0.1 0.0 -0.38
O 4.9486 2.4708 1.4811 0.3 0.0 0.0 -0.60
H 7.0997 3.2575 3.6869 0.0 0.0 0.0 0.15
H 7.3469 2.7562 2.0523 0.0 0.0 0.0 0.23
H 3.5742 3.0544 3.4670 0.0 0.0 0.0 0.20
H 4.8989 3.4357 4.5107 0.0 0.0 0.0 0.17
N -6.3535 1.3791 0.0751 0.1 0.1 -0.1 -0.29
C -6.3431 1.8987 -1.1874 -0.1 0.0 0.2 0.61
N -7.3539 2.7828 -1.4662 0.1 0.0 0.0 -0.40
O -5.4970 1.6020 -2.0148 0.0 0.0 -0.1 -0.63
H -7.0421 1.6121 0.7634 -0.1 0.0 0.0 0.18
H -5.6248 0.7273 0.3076 0.1 -0.1 0.0 0.25
H -7.3726 3.1818 -2.3846 0.0 0.0 0.0 0.24
H -8.0603 3.0427 -0.8061 0.0 0.0 0.0 0.15
N -5.5085 -1.6310 -7.4315 0.0 0.0 0.0 -0.41
C -4.6178 -1.0812 -6.5536 -0.2 0.1 0.2 0.67
N -5.1558 -0.6132 -5.3895 0.1 -0.1 -0.2 -0.29
O -3.4226 -1.0134 -6.8013 0.1 -0.1 0.1 -0.66
H -6.4918 -1.6974 -7.2542 0.0 0.0 0.0 0.16
H -5.1429 -1.9822 -8.2955 0.0 0.0 0.0 0.22
H -4.5326 -0.1953 -4.7257 0.0 0.1 0.1 0.14
H -6.1320 -0.6605 -5.1708 0.0 0.0 0.0 0.15
N 6.5304 -1.1710 4.2605 0.0 0.0 0.0 -0.33
C 7.0260 -1.6771 3.0857 0.0 0.0 0.0 0.62
N 6.8491 -0.8721 1.9952 0.0 0.1 0.0 -0.33
O 7.5785 -2.7598 3.0243 0.0 0.0 0.0 -0.65
H 6.0679 -0.2850 4.3291 0.0 0.0 -0.1 0.15
H 6.6380 -1.7337 5.0821 0.0 0.0 0.0 0.20
H 7.1914 -1.2070 1.1153 0.0 0.0 0.0 0.18
H 6.3910 0.0210 2.0316 -0.1 0.0 0.0 0.15
```
Forces are in eV/Å.

Calculated values
Energy above the lowest of the compared OMol25 structures with the same formula, charge and spin in eV: 0.000
Frontier orbital gap in eV: 9.781
M in g/mol: 542.6
E_HOMO in eV: -9.49
E in eV: -51735.62531
Structure (SMILES): CCCCCCCCCCC[C@@H]1COC(=O)O1.NC(N)=O.NC(N)=O.NC(N)=O.NC(N)=O.NC(N)=O
LUMO energy in eV: 0.291
Charge: 0

***

No. 3
C11H14N3 | ωB97M-V/def2-TZVPD

Structure (XYZ):
```
28
Properties=species:S:1:pos:R:3:forces:R:3:lowdin_spin:R:1
C -1.2715 -1.7328 0.9445 2.4 1.8 -0.8 0.10
C 0.0517 -1.8642 1.3716 -0.1 -2.9 1.9 0.22
C 1.5114 1.7120 0.0575 1.0 2.0 1.2 0.22
C 2.9665 -0.1834 -0.2232 1.5 3.4 -0.6 0.33
C -1.3205 -0.8759 -0.1737 -3.6 0.1 1.3 0.33
C 0.9253 -1.1113 0.6704 1.9 3.0 -5.6 0.22
C -0.6621 1.7910 1.0676 0.0 -1.8 -0.6 0.02
C 0.1221 1.2680 -0.0915 -1.3 1.1 -1.4 0.06
C -0.0775 -0.2155 -0.5227 3.9 -0.4 3.0 0.04
C -2.7001 -0.4185 -0.6370 0.5 -1.2 -1.9 0.05
C 0.5402 -0.3818 -1.8853 0.9 -2.5 0.9 0.02
N 2.6171 1.1063 -0.1541 1.2 -1.1 -0.2 0.13
N -1.6150 2.5230 0.8010 -3.4 1.9 0.6 0.01
N 2.2921 -1.1237 0.4418 -3.0 -5.1 4.2 0.14
H -2.1026 -1.9994 1.5281 -1.1 -1.0 0.2 0.00
H 0.4487 -2.6496 2.0254 -0.6 0.4 0.3 0.01
H 1.6344 2.8015 0.4863 -0.3 -2.0 -1.2 0.01
H 3.9841 -0.4246 -0.5308 -0.4 0.0 -0.1 0.01
H -0.5247 1.3569 2.0041 0.6 -0.7 1.9 0.00
H -0.3306 1.9266 -0.8977 0.5 -0.7 0.4 0.01
H -2.5295 0.4080 -1.3550 -0.7 -0.6 0.2 0.00
H -3.2918 -0.0612 0.1887 -0.1 0.3 0.5 0.02
H -3.3490 -1.2960 -1.0912 1.5 1.7 0.6 0.02
H 0.1806 -1.3121 -2.3376 0.3 0.0 0.0 0.00
H 1.6556 -0.4138 -1.7433 -1.3 0.0 -0.8 0.01
H 0.2754 0.3905 -2.5173 -0.4 1.8 -1.3 0.00
H -2.2872 2.7167 1.6086 1.5 -0.1 -1.1 0.00
H 2.8571 -1.9367 0.9648 -1.4 2.4 -1.5 0.01
```
Forces are in eV/Å.

Calculated values
Energy above the lowest of the compared OMol25 structures with the same formula, charge and spin in eV: 1.526
Frontier orbital gap (alpha / beta) in eV: 6.257 / 6.733
M in g/mol: 188.3
E_HOMO (alpha / beta) in eV: -10.44 / -13.43
E in eV: -16091.99098
⟨S²⟩: 2.0253
2S+1: 3
LUMO energy (alpha / beta) in eV: -4.181 / -6.697
Charge: +1

***

No. 4
C3H8NOP | ωB97M-V/def2-TZVPD

Structure (XYZ):
```
14
Properties=species:S:1:pos:R:3:forces:R:3:mulliken_charge:R:1
C -0.3324 -0.3117 -0.5875 -0.4 -0.8 -7.3 -0.06
C 0.4997 1.4105 0.9504 -1.1 0.7 -0.8 -1.44
C 0.7848 0.3666 -0.0147 2.8 -2.1 -0.7 0.47
N -0.0406 -0.5664 -2.4842 -1.9 -0.1 6.0 -0.40
O 1.3874 -0.8544 0.6443 0.0 1.2 0.8 -0.57
P -1.9136 -0.5224 0.1713 -0.5 0.7 0.3 -0.08
H -0.2939 1.1475 1.5958 -0.6 -0.3 1.1 0.41
H 0.1833 2.2951 0.4119 0.0 0.3 -0.2 0.35
H 1.4029 1.6015 1.4035 1.8 0.7 1.7 0.36
H 1.6402 0.6868 -0.6760 -1.5 -0.1 -0.1 0.25
H -0.8733 -1.2113 -2.5670 0.7 0.6 -0.3 0.22
H 1.5349 -1.4491 -0.0911 0.2 -0.3 -0.2 0.37
H -2.4368 -1.7482 -0.2680 0.4 -0.3 -0.1 0.05
H -1.5428 -0.8444 1.5112 0.0 -0.2 -0.4 0.07
```
Forces are in eV/Å.

Calculated values
Energy above the lowest of the compared OMol25 structures with the same formula, charge and spin in eV: 6.294
Frontier orbital gap (alpha / beta) in eV: 9.643 / 7.387
M in g/mol: 105.1
E_HOMO (alpha / beta) in eV: -9.88 / -7.89
E in eV: -16060.76023
LUMO energy (alpha / beta) in eV: -0.235 / -0.501
Charge: 0

***

No. 5
HN2P | ωB97M-V/def2-TZVPD

Structure (XYZ):
```
4
Properties=species:S:1:pos:R:3:forces:R:3:mulliken_charge:R:1
N -3.1906 0.3067 -3.1393 0.6 -0.6 0.9 -0.06
N -2.6611 -0.2203 -2.3349 -0.7 0.6 -1.0 0.05
P 0.2951 1.2221 -0.3916 -1.6 -0.5 -0.1 -0.02
H -1.1392 0.7309 -0.5179 1.6 0.6 0.2 0.02
```
Forces are in eV/Å.

Calculated values
Energy above the lowest of the compared OMol25 structures with the same formula, charge and spin in eV: 0.331
Frontier orbital gap (alpha / beta) in eV: 7.436 / 7.429
M in g/mol: 60.0
E_HOMO (alpha / beta) in eV: -8.89 / -8.89
E in eV: -12282.93297
LUMO energy (alpha / beta) in eV: -1.452 / -1.460
Charge: 0